Computed, not measured: 17 unconnected molecules or ions with the total composition C99H222N10O19 in a non-equilibrium geometry, with the ωB97M-V functional and the def2-TZVPD basis.

The geometry in XYZ format:
```
350
Properties=species:S:1:pos:R:3:forces:R:3:mulliken_charge:R:1
C -4.9376 -2.3233 -5.9794 0.4 -0.6 -0.7 -0.237
C -3.4691 -1.9006 -5.8830 -2.0 1.5 0.9 0.116
O -3.0565 -0.9965 -6.8903 -0.4 0.4 -0.2 -0.559
O -5.0490 -2.9369 -7.2782 -0.5 -0.5 0.4 -0.589
H -5.6902 -1.5391 -5.9354 0.4 0.5 0.2 0.227
H -5.1924 -3.0115 -5.1492 0.4 0.1 -0.5 0.274
H -2.8212 -2.7112 -5.9598 0.9 -1.9 0.4 0.329
H -3.4429 -1.4070 -4.9164 0.7 0.2 0.2 -0.261
H -3.5083 -1.3321 -7.6719 0.1 0.2 -0.4 0.347
H -5.8158 -3.5224 -7.2291 0.2 0.1 -0.4 0.347
C -6.9159 -0.5475 -2.5075 -0.8 -1.0 -0.2 -0.646
C -5.9177 0.2513 -1.7465 0.1 1.4 -0.2 1.305
O -6.6770 0.9272 -0.7427 0.4 0.1 0.0 -0.686
O -6.2754 -1.3531 -3.4848 0.4 0.1 -0.2 -0.346
H -7.6049 0.1327 -3.0381 0.1 -0.4 0.3 0.317
H -7.4651 -1.2477 -1.8370 0.0 0.8 -0.2 0.257
H -5.4245 0.9507 -2.4904 -0.4 -0.5 0.9 0.067
H -5.1473 -0.3835 -1.3102 0.2 -0.1 0.1 -0.655
H -6.1121 1.4584 -0.1613 0.0 -0.2 -0.4 0.078
H -5.5418 -1.7785 -3.0225 0.0 -0.2 -0.2 0.177
C 3.3498 -4.6153 2.6278 -0.9 0.1 0.4 -0.839
C 3.1726 -5.6377 1.4315 1.9 -0.1 0.9 1.660
C 1.7604 -5.8148 1.0045 -1.3 -1.7 2.1 -1.579
C 1.1825 -4.6676 0.3024 1.3 1.4 -1.3 1.214
C 2.0527 -4.4623 -0.9788 0.3 0.6 1.7 0.682
C 3.5557 -4.1608 -0.6199 -0.7 -0.1 -0.5 1.900
N 3.9689 -5.3369 0.1918 0.1 0.2 0.5 0.302
O 5.3153 -5.1848 0.6775 -0.6 1.0 0.5 -0.595
C 4.3352 -4.1682 -1.9679 -1.9 -1.9 0.0 -0.947
C 3.7252 -2.7870 0.0696 0.4 -0.4 -0.2 -1.282
C 3.7582 -6.9978 1.9589 -0.6 0.0 0.4 -1.996
H 2.8755 -5.0571 3.5500 0.6 0.1 -0.8 0.396
H 2.7750 -3.6582 2.5117 0.7 -0.9 0.0 -0.598
H 4.4193 -4.3954 2.8475 -0.8 -0.1 -0.3 0.423
H 1.7027 -6.7743 0.5056 -0.1 -0.1 -0.8 0.295
H 1.1235 -6.0108 1.8936 0.5 0.1 0.0 0.539
H 1.2755 -3.7897 0.9994 -0.4 -0.5 -0.9 -0.810
H 0.1563 -4.8386 0.0104 -0.3 0.2 0.2 -0.477
H 1.7239 -3.5897 -1.4774 -0.5 1.1 -0.7 -0.105
H 1.9304 -5.2877 -1.6810 0.5 -0.1 0.3 -0.242
H 5.4019 -4.2686 -1.8926 0.5 0.5 0.2 0.825
H 3.9808 -5.1137 -2.4641 0.4 0.7 0.2 -0.159
H 3.9942 -3.3609 -2.6244 0.4 0.1 0.3 -0.405
H 3.1173 -1.9452 -0.2419 -0.5 -0.2 -0.6 -0.281
H 3.6254 -2.8510 1.1204 -0.3 -0.1 0.9 -0.005
H 4.7398 -2.4709 -0.0542 0.8 0.2 -0.3 0.527
H 4.7024 -6.7666 2.4928 -0.5 -0.4 -0.4 0.407
H 3.9630 -7.6843 1.0943 -0.3 0.5 0.9 0.315
H 3.0390 -7.4784 2.7150 0.9 0.6 -1.2 0.321
H 5.8612 -5.5873 0.0245 0.5 -0.6 -0.8 0.372
C -1.7694 4.0036 6.4949 0.6 2.2 -0.7 -2.478
C -0.8495 4.6176 5.3525 -1.9 1.0 1.0 1.801
C -1.2444 6.0982 5.1575 -0.1 1.2 -1.4 -0.348
C -0.6394 7.1215 6.1209 -1.2 0.9 -0.2 -0.992
C 0.8261 6.8970 6.1952 0.0 -0.3 2.0 -1.735
C 1.2093 5.5126 6.5606 0.2 -1.9 0.1 1.769
N 0.5839 4.5038 5.6281 0.0 0.2 0.7 0.149
O 0.8559 3.1813 6.1054 -0.9 0.2 0.8 0.809
C 2.6531 5.3948 6.2466 2.5 -1.7 0.7 -0.769
C 1.0030 5.2403 8.0527 -2.4 1.9 -0.7 -1.920
C -1.0742 3.9584 4.0229 1.9 -1.9 0.2 -0.030
H -2.8118 4.2440 6.3389 -0.4 -0.4 -0.8 0.391
H -1.6635 4.5116 7.4587 0.8 -0.4 0.1 0.303
H -1.5914 2.9669 6.4955 -0.2 -1.4 0.5 0.695
H -0.8874 6.4433 4.1314 -0.3 -0.6 1.0 -0.726
H -2.3623 6.2475 5.0963 1.0 -0.6 0.2 0.304
H -1.1814 7.1047 7.0908 0.6 0.1 -0.4 0.423
H -0.7991 8.1181 5.6486 -0.2 -0.5 0.6 0.507
H 1.4126 7.4293 6.9429 -0.6 0.8 0.2 0.491
H 1.3396 7.1134 5.3231 0.5 0.6 -2.2 0.346
H 3.3113 6.0903 6.7949 -0.5 0.0 -0.2 0.472
H 3.0468 4.3634 6.5133 -0.5 1.1 -0.2 0.038
H 2.8275 5.4948 5.1870 0.1 0.4 -0.3 -0.440
H 1.7506 5.7685 8.5917 0.7 0.3 0.6 0.537
H 0.0106 5.6736 8.3573 0.9 -0.4 0.0 0.416
H 0.9913 4.2349 8.3279 0.3 -1.7 0.4 0.212
H -0.8227 2.8867 4.0815 -0.3 0.0 0.3 -0.718
H -0.2543 4.2903 3.3939 -0.3 0.5 -0.6 -0.035
H -2.0220 4.0398 3.5692 -0.9 0.5 -0.2 0.491
H 0.2415 3.0641 6.8852 1.0 0.0 -1.0 0.100
C -2.2029 0.8911 -2.9211 1.8 -1.9 0.4 -1.113
C -0.9902 0.2682 -2.1520 -0.8 0.9 1.0 2.318
C 0.2591 0.9618 -2.6967 0.1 -0.7 -1.3 -0.714
C 1.5344 0.7621 -1.8852 0.3 -0.1 0.1 0.683
C 1.2482 1.1162 -0.4392 -1.3 0.0 0.1 -0.704
C -0.0364 0.4578 0.1843 1.7 0.5 1.0 1.846
N -1.1235 0.6811 -0.7232 -1.5 0.1 -0.7 0.387
O -2.3342 0.0038 -0.2386 0.9 0.4 0.0 1.577
C 0.2085 -0.9906 0.6435 -1.1 0.2 -0.2 0.466
C -0.2470 1.3368 1.4290 -0.5 1.2 0.1 -0.532
C -1.0408 -1.2617 -2.2432 1.8 -0.2 -2.0 0.038
H -2.0619 0.6214 -3.9477 0.2 0.3 -0.9 -0.147
H -2.2428 1.9278 -2.7681 -0.2 1.4 0.1 0.291
H -3.0858 0.3915 -2.6502 -1.4 -0.4 0.7 -0.287
H 0.2910 0.6175 -3.7616 0.6 0.3 0.8 -0.776
H 0.0770 2.0288 -2.7840 -0.3 0.3 0.3 0.547
H 2.3945 1.3673 -2.2499 -0.6 -0.3 0.0 0.600
H 1.8751 -0.2718 -1.9028 0.0 -0.3 -0.2 -0.859
H 1.0359 2.1827 -0.3088 0.4 0.0 -0.4 -0.779
H 2.0478 0.8552 0.2307 0.6 0.0 0.2 0.984
H 0.3551 -1.5739 -0.2514 0.3 -0.6 0.1 -0.523
H 1.0639 -1.0677 1.3081 0.2 0.0 0.0 0.608
H -0.6920 -1.3802 1.1694 0.6 0.2 -0.3 -1.023
H -0.4033 2.4262 1.0843 0.3 -1.6 0.7 -0.068
H -1.1844 1.0242 1.9332 0.6 0.1 0.2 -0.929
H 0.6392 1.2734 2.1259 -1.0 0.1 -0.6 0.187
H 0.0066 -1.6989 -2.1683 -1.3 0.3 0.0 -1.140
H -1.4313 -1.5678 -3.2471 0.3 0.1 0.7 0.095
H -1.6792 -1.6562 -1.4868 -0.4 -0.4 0.5 0.136
H -2.7215 0.6700 0.3354 -0.3 0.1 0.1 -0.994
C 6.6153 1.2119 -3.7099 0.2 0.1 -0.4 -1.510
C 5.9554 0.9986 -5.1068 -0.9 0.9 0.6 1.761
C 7.0042 1.0645 -6.1817 -1.4 -1.5 -0.2 -1.258
C 7.8925 -0.1060 -6.1110 1.7 -1.3 1.7 -0.771
C 7.1715 -1.4660 -6.2160 0.5 0.7 1.1 -1.343
C 5.9669 -1.5011 -5.2036 1.4 -0.6 -0.8 1.863
N 5.1982 -0.2305 -5.1991 0.2 -1.3 0.1 -0.191
O 4.3160 -0.2613 -4.0557 -1.0 -0.1 -0.9 0.675
C 5.1228 -2.6034 -5.7468 -1.2 -0.6 0.1 -1.935
C 6.4835 -1.9463 -3.8304 0.9 0.5 0.3 -1.523
C 4.9155 2.0891 -5.4132 0.7 -0.1 0.3 -2.182
H 5.9630 0.9269 -2.8809 -0.3 0.6 -0.2 0.003
H 6.9619 2.2664 -3.6729 -0.2 -0.7 0.4 0.523
H 7.4509 0.5175 -3.5669 0.1 0.7 -0.2 0.346
H 6.5675 1.0084 -7.1747 -0.5 0.5 -0.2 0.344
H 7.5030 1.9736 -6.0576 1.0 1.5 0.0 0.561
H 8.4177 -0.1291 -5.1054 -0.4 0.1 -1.1 0.284
H 8.6876 0.0787 -6.8028 0.6 -0.5 -0.7 0.522
H 7.8689 -2.2731 -5.8933 -0.4 0.5 -0.2 0.373
H 6.8401 -1.7751 -7.1993 -0.1 0.5 -0.4 0.502
H 4.2143 -2.7006 -5.1587 -0.1 -0.4 0.3 -0.138
H 4.7974 -2.4330 -6.7545 -0.2 0.5 -0.6 0.682
H 5.6761 -3.5387 -5.8038 0.0 -0.2 0.4 0.446
H 6.8593 -2.9858 -3.7963 -0.4 0.4 -0.4 0.511
H 7.3685 -1.3166 -3.5351 -1.1 -0.6 0.1 0.457
H 5.6220 -1.8722 -3.1671 0.5 0.2 0.5 -0.031
H 5.3633 3.0566 -5.3069 0.5 0.7 -0.5 0.580
H 4.1984 2.1166 -4.6356 -1.1 -0.3 0.7 0.257
H 4.4262 1.9439 -6.3795 0.2 0.0 0.1 0.338
H 3.4325 -0.0664 -4.4590 0.9 -0.2 0.2 -0.209
C -3.9274 -3.7571 -2.2613 -0.3 -1.6 -0.6 -2.550
C -3.6580 -4.9749 -1.3749 -0.8 1.0 0.0 3.335
C -4.8365 -5.0430 -0.3433 1.0 -1.4 0.2 -1.059
C -4.8541 -6.4545 0.3119 1.2 1.8 1.4 -0.510
C -4.9689 -7.4323 -0.7996 -2.8 -1.6 2.5 -1.792
C -3.9409 -7.4242 -1.8198 0.1 -1.1 -1.6 1.927
N -3.8772 -6.0713 -2.3207 1.4 -0.3 -1.0 0.151
O -2.8933 -6.0430 -3.4131 -1.4 0.9 0.5 -0.423
C -2.6232 -7.9982 -1.3192 -0.1 -1.7 -0.2 -1.474
C -4.4696 -8.2746 -2.9984 0.0 1.6 -2.0 -1.716
C -2.2709 -4.8029 -0.7157 -0.4 -0.6 -1.3 -1.842
H -3.1775 -3.5514 -2.9818 0.9 -0.4 -0.9 0.439
H -3.9782 -2.8709 -1.7444 -0.5 2.1 1.8 -0.152
H -4.8516 -3.9999 -2.7765 -0.2 0.3 -0.2 0.960
H -4.7205 -4.3510 0.4644 0.4 0.9 0.3 -0.292
H -5.8139 -4.8256 -0.7856 0.2 -0.2 -0.3 0.473
H -5.7138 -6.4213 1.0070 0.3 -0.6 -0.3 0.517
H -3.9112 -6.5997 0.9671 -1.3 0.2 -1.0 0.156
H -5.9867 -7.2438 -1.1565 0.2 0.0 -0.9 0.327
H -5.0767 -8.4507 -0.3939 0.3 0.1 -0.1 0.572
H -2.2613 -7.4200 -0.4791 0.4 -0.2 0.1 0.205
H -2.7636 -9.0870 -1.0219 0.0 1.3 -0.1 0.475
H -1.8993 -8.0757 -2.1487 0.0 0.3 0.5 0.232
H -4.8965 -9.2635 -2.8388 -0.1 0.2 0.6 0.373
H -5.1898 -7.5831 -3.5775 0.8 -1.3 1.0 0.311
H -3.6339 -8.3984 -3.7020 -0.2 -0.2 0.1 0.276
H -1.9510 -5.5180 0.0242 -0.2 -0.4 0.2 0.565
H -2.2634 -3.8423 -0.2732 0.1 1.1 0.6 0.284
H -1.5500 -4.7867 -1.5392 0.1 0.0 0.1 -0.127
H -2.1393 -6.5656 -3.1452 0.7 -0.2 0.4 -0.054
C 3.5697 8.2683 1.3213 -0.4 0.4 -1.0 -1.873
C 2.2756 7.4872 1.1421 -0.9 1.3 -0.9 1.690
C 1.2517 8.4095 0.2483 2.2 -1.0 1.0 -0.852
C 1.7022 8.4963 -1.1987 0.1 0.1 0.7 -0.809
C 1.7831 7.0614 -1.7685 1.8 0.7 -0.2 -1.068
C 2.7502 6.1131 -0.9138 -0.9 2.4 -1.0 1.947
N 2.3496 6.1985 0.4808 0.4 -1.3 -0.3 1.377
O 3.2938 5.2935 1.1787 -0.9 0.9 0.1 -0.864
C 2.4889 4.7339 -1.3683 -0.9 -2.1 -0.3 -2.379
C 4.2145 6.4902 -1.1598 1.2 -0.2 -0.1 -1.652
C 1.7496 7.1538 2.5079 -1.2 -0.6 1.5 -1.278
H 3.7960 8.8025 0.3827 0.4 -0.3 0.6 0.484
H 4.3935 7.6823 1.6857 0.4 -0.3 -0.1 0.186
H 3.3584 8.9951 2.0815 0.0 0.7 0.4 0.548
H 0.3121 7.9540 0.2871 -1.7 -0.9 0.1 -0.071
H 1.1185 9.3942 0.6760 0.4 0.3 0.4 0.539
H 2.6716 9.0313 -1.1899 -0.2 -0.5 -0.4 0.308
H 1.0207 9.2130 -1.6838 0.1 -0.7 -0.4 0.512
H 2.2244 7.1197 -2.7931 -0.4 -0.3 0.6 0.401
H 0.8186 6.5811 -1.8384 -0.4 0.0 0.1 0.226
H 3.0441 4.0289 -0.7923 0.9 -0.4 0.5 0.656
H 1.4487 4.3520 -1.1735 0.6 0.9 -0.6 -0.254
H 2.8156 4.5520 -2.3946 -0.4 0.2 -0.1 0.691
H 4.6295 5.9179 -1.9956 -0.2 -0.1 0.0 0.534
H 4.4710 7.5279 -1.4217 -0.6 -0.1 0.3 0.319
H 4.8224 6.2206 -0.2824 -0.2 0.1 -0.3 0.156
H 1.1274 7.9272 2.9917 0.7 0.4 -0.2 0.874
H 2.6252 6.8921 3.1627 -1.1 0.1 -0.3 -0.059
H 0.9950 6.3201 2.4738 1.0 0.3 -0.1 -0.518
H 2.6942 4.7435 1.7193 0.2 0.2 0.1 -0.058
C 1.1337 -1.8157 9.0274 -0.9 1.2 -0.2 -1.748
C 1.2848 -1.1978 7.5941 1.6 0.7 1.4 1.951
C 2.7819 -1.1044 7.1838 -0.6 0.5 1.0 -1.644
C 2.9984 -0.7911 5.6866 0.3 -0.6 1.0 0.822
C 2.3116 -1.9553 5.0164 -1.1 0.9 -2.4 -1.141
C 0.7432 -1.9042 5.2194 2.2 0.1 -0.7 2.339
N 0.5834 -2.0945 6.6895 -1.1 0.3 -1.8 0.057
O -0.8274 -2.0440 6.8702 -0.1 -0.6 1.3 -0.525
C 0.1239 -0.6130 4.5855 0.6 -0.3 0.6 0.308
C 0.1682 -3.1116 4.4858 -0.5 1.1 -0.5 -2.168
C 0.8727 0.2713 7.7463 0.6 -0.1 0.3 -1.921
H 1.4104 -2.8643 9.0613 0.7 0.0 0.1 0.433
H 0.0310 -1.8528 9.1236 0.4 0.2 0.5 0.436
H 1.5709 -1.1298 9.8439 -0.5 -1.4 -1.3 0.278
H 3.1509 -0.3121 7.8636 0.3 -0.5 -0.4 0.464
H 3.1679 -2.0673 7.5359 0.7 0.1 -0.7 0.469
H 4.0778 -0.7120 5.4603 -0.4 -0.2 0.0 0.456
H 2.5495 0.1507 5.3302 0.1 -0.2 0.5 -0.697
H 2.6486 -2.8983 5.4364 0.2 -0.2 -0.3 0.645
H 2.4684 -1.8833 3.8890 0.0 -0.5 1.3 -0.524
H 0.4505 -0.4907 3.5318 -0.2 -0.3 0.7 -0.522
H -0.9721 -0.6729 4.6037 0.2 0.2 -0.2 0.058
H 0.4583 0.2644 5.1444 -0.3 0.1 -0.3 -0.371
H 0.2941 -3.0936 3.3860 0.6 0.1 0.5 0.161
H 0.5838 -3.9647 4.9389 0.4 -1.4 0.2 0.751
H -0.8994 -3.1230 4.5938 -0.6 -0.2 0.4 0.134
H 1.3820 0.7639 8.6087 0.0 -0.6 -0.7 0.533
H -0.1345 0.2955 8.0148 -2.1 0.4 0.1 0.607
H 1.0708 0.8368 6.8536 0.0 0.4 -0.2 -0.163
H -1.1281 -1.3078 6.3455 -0.3 0.7 -0.2 0.444
C -6.4454 1.9163 3.0950 -0.1 -1.4 1.0 -1.158
C -5.4667 1.2005 4.1091 0.1 1.0 -0.5 1.367
C -6.2906 0.3150 5.0395 -1.1 -1.0 -0.1 -1.287
C -6.8372 -1.0354 4.4023 1.0 -0.1 0.2 -0.619
C -5.4655 -1.7948 3.9432 -2.6 0.2 0.3 -1.358
C -4.5720 -0.9992 2.9527 -1.4 -0.4 -0.5 1.820
N -4.4374 0.3891 3.4039 0.1 0.1 1.6 -0.009
O -3.8762 1.1492 2.3804 0.2 0.6 -1.2 2.580
C -3.1803 -1.6115 2.9927 0.0 -1.5 -0.4 -1.515
C -5.1950 -1.1223 1.5289 0.3 -1.4 -1.0 -0.290
C -4.7240 2.2984 4.9291 0.0 0.7 -1.6 -1.403
H -7.3935 2.2357 3.5806 0.7 -0.2 -0.3 0.474
H -6.6174 1.0994 2.4113 -0.8 0.1 -0.6 0.536
H -6.0276 2.7326 2.5436 0.4 0.4 -0.1 -0.484
H -5.6865 0.0194 5.9267 -0.4 0.3 -0.5 0.286
H -7.1831 0.8853 5.3661 0.7 -0.1 0.1 0.401
H -7.5860 -0.9113 3.5679 0.9 0.1 0.7 0.279
H -7.4037 -1.5791 5.2557 1.2 0.5 -1.5 0.416
H -5.7108 -2.8672 3.6362 0.7 1.5 0.1 0.278
H -4.9633 -1.7945 4.8812 0.8 -0.5 0.8 0.443
H -2.9102 -1.9017 4.0068 0.1 0.6 0.3 0.718
H -3.1920 -2.6124 2.4985 0.0 0.7 -0.2 0.016
H -2.4123 -0.9935 2.5209 -0.2 0.0 0.1 -0.524
H -5.6023 -2.1937 1.3926 0.6 1.6 0.2 0.147
H -6.0206 -0.4360 1.3068 0.2 -0.2 0.3 0.509
H -4.4368 -0.9713 0.7086 -0.6 -0.1 0.9 -1.104
H -5.5016 2.9022 5.4058 0.2 -0.1 0.4 0.538
H -4.2043 3.0361 4.2297 -0.6 -1.1 0.8 -0.300
H -3.9733 1.9018 5.6098 -0.2 -0.1 0.2 0.444
H -3.0156 1.4886 2.6588 -0.1 -0.2 0.5 -0.793
C 0.8617 -9.1161 -4.1933 0.6 1.0 -0.4 -1.697
C 1.7475 -8.0588 -3.4973 1.2 0.9 0.9 1.001
C 3.1391 -8.0299 -4.2321 -0.8 0.4 1.3 -1.252
C 2.9970 -7.4078 -5.6083 0.5 0.8 1.7 -0.733
C 2.6301 -5.9469 -5.3190 0.0 0.6 -1.4 -1.095
C 1.2843 -5.7982 -4.6289 -0.3 0.9 1.2 1.608
N 1.3355 -6.5909 -3.3519 1.2 -2.1 -1.0 0.412
O 0.1321 -6.5746 -2.6505 -1.5 -0.3 -0.4 2.257
C 1.1172 -4.3825 -4.1374 0.1 1.2 -0.4 -0.298
C 0.1157 -6.1280 -5.5463 -0.8 -1.8 0.5 -1.386
C 2.0470 -8.6388 -2.0596 0.9 2.7 -0.1 -1.579
H 1.2646 -10.0119 -3.7742 0.4 -1.0 -0.4 0.589
H 0.9429 -9.0857 -5.3034 -0.3 -0.3 0.9 0.315
H -0.1475 -9.1614 -3.8514 -1.0 0.5 0.0 0.109
H 3.8463 -7.4954 -3.5526 -0.4 -0.1 -0.7 0.272
H 3.4499 -9.0523 -4.2339 0.4 -0.8 -0.3 0.503
H 2.2271 -7.9816 -6.1225 0.3 0.4 -0.5 0.316
H 3.9503 -7.3886 -6.1091 0.2 -0.4 -0.6 0.510
H 2.5365 -5.3965 -6.2593 -0.3 -0.1 -0.3 0.436
H 3.4674 -5.3460 -4.8894 -0.6 -0.9 0.5 -0.138
H 0.1382 -4.1899 -3.7043 -0.1 -0.3 0.5 -0.298
H 1.9210 -4.0851 -3.4683 -0.1 -0.2 0.1 -0.657
H 1.1566 -3.6549 -4.9396 0.1 -0.3 -0.5 0.382
H -0.1322 -5.4576 -6.3781 0.2 0.4 0.6 0.367
H 0.3595 -7.0692 -6.0281 -0.1 -0.3 -0.3 0.498
H -0.7872 -6.3731 -4.9158 0.7 0.7 -0.8 -0.264
H 1.1349 -8.9504 -1.5908 -0.4 -0.2 0.5 0.318
H 2.6097 -7.8451 -1.3843 -1.1 -1.6 -1.4 -0.085
H 2.6903 -9.4821 -2.2394 0.3 -0.5 0.3 0.677
H 0.2121 -5.9903 -1.8919 0.5 0.2 0.1 -0.546
C -5.0643 5.0201 -1.8261 -0.3 1.7 -1.9 -2.342
C -4.2590 4.9315 -0.5594 -0.4 -0.7 0.0 2.414
C -2.7651 5.1326 -0.8326 -0.3 -0.4 0.4 -2.555
C -2.0041 4.9171 0.5006 1.6 0.7 -2.3 1.402
C -2.3986 6.0828 1.3276 1.5 1.3 0.9 -1.227
C -3.8687 6.1723 1.5978 0.3 -0.2 1.7 1.559
N -4.5505 6.0544 0.3375 -1.9 1.3 -0.5 0.178
O -5.9917 6.2716 0.5549 0.7 -0.8 0.0 -0.497
C -4.1778 4.9810 2.5973 -0.4 -0.2 0.8 0.086
C -4.0848 7.5741 2.2569 0.0 -1.8 -0.2 -1.881
C -4.5830 3.4702 -0.1015 -0.1 0.1 0.4 -1.015
H -6.0616 4.6303 -1.7488 -0.7 0.1 0.5 0.355
H -4.6703 4.4152 -2.6384 0.7 -0.3 0.1 0.360
H -5.1264 6.0376 -2.2976 0.1 -0.6 0.8 0.425
H -2.4633 4.4574 -1.6067 0.3 -0.7 -0.4 0.504
H -2.6485 6.1535 -1.2479 0.2 -0.4 0.4 0.568
H -0.9318 5.1131 0.2740 -0.3 -0.7 0.2 -0.256
H -2.1273 3.8872 0.8542 0.0 0.5 0.2 -0.307
H -2.0292 6.9858 0.7563 -0.6 -0.7 0.5 0.805
H -1.8490 6.1666 2.3025 -0.5 -0.4 -0.7 -0.768
H -5.1063 4.4067 2.3940 0.2 1.1 0.1 0.633
H -3.4331 4.1804 2.4419 -0.2 0.5 0.2 -1.301
H -4.1541 5.2596 3.7129 -0.1 -0.2 -1.7 0.221
H -3.5725 7.6044 3.2228 -0.3 -0.1 0.0 0.176
H -3.6768 8.3625 1.6584 0.1 0.4 -0.6 0.393
H -5.1418 7.6536 2.3478 -0.8 0.6 0.5 0.612
H -4.4765 2.7940 -0.9510 0.0 0.2 -0.2 0.323
H -5.6140 3.3427 0.2811 0.4 0.5 -0.2 0.661
H -3.9133 3.0764 0.6407 0.2 -0.1 0.5 -0.456
H -6.2254 7.1132 0.1283 0.6 -0.4 0.0 0.353
C 6.3521 5.3207 3.5510 0.8 -0.7 -0.5 -0.795
O 5.3095 6.1715 3.1228 0.8 0.6 0.9 -0.472
H 6.3104 5.1509 4.6293 -0.3 -0.2 0.0 0.291
H 6.4792 4.3175 3.0336 -0.6 1.1 0.4 0.228
H 7.3081 5.8355 3.3998 -0.1 0.1 -0.2 0.322
H 4.6504 5.8172 2.5398 -0.5 -1.0 -0.7 0.255
C 0.8603 3.7048 -5.2830 0.0 1.3 -3.2 0.003
O -0.4967 3.9199 -5.6845 -0.4 -0.8 0.3 -0.609
H 1.2907 4.6795 -5.0532 -0.2 0.1 0.1 0.343
H 1.0075 3.0865 -4.4464 0.0 -1.2 0.9 -0.167
H 1.3716 3.3814 -6.2383 0.1 -0.2 1.4 0.238
H -0.8258 3.1022 -6.1230 0.5 0.7 0.5 0.283
C -0.6093 1.0951 -8.5972 1.6 1.1 0.8 -0.871
O -0.5638 0.9364 -7.1730 0.6 0.5 -0.1 -0.004
H -0.2765 0.2050 -9.1134 -0.3 -0.3 -0.2 0.275
H -1.5523 1.4859 -8.9066 -0.8 -0.1 -0.4 0.302
H 0.1463 1.8947 -8.8095 -0.6 -0.7 0.1 0.292
H -1.2295 0.3260 -6.8642 -0.7 -0.5 -0.2 0.098
C 3.4937 3.2626 3.8927 1.8 0.2 0.2 -0.856
O 2.4140 4.0170 3.4653 -1.1 -0.3 -1.1 1.259
H 4.2170 3.9811 4.2688 0.3 -0.2 0.8 0.105
H 3.2071 2.5373 4.6420 0.1 -0.2 0.2 0.038
H 4.1117 2.7774 3.1162 -1.0 -0.1 -0.3 0.342
H 1.7663 4.0725 4.1927 -0.1 0.3 -0.1 -0.413
C 1.1338 -1.2384 -5.4021 0.2 -1.0 -0.6 0.118
O 1.8892 -0.1958 -5.9835 0.2 0.5 0.6 -0.467
H 0.9809 -2.0248 -6.1520 0.1 -0.1 0.1 0.765
H 1.6861 -1.6993 -4.5633 0.1 0.5 -0.4 -0.292
H 0.1397 -1.0398 -5.0116 -0.2 0.8 0.0 -0.202
H 1.3790 0.3812 -6.5821 -0.3 -0.6 0.5 0.100
```
Forces are in eV/Å.

Properties
HOMO level ... -0.309 hartree
E_LUMO ... 0.43 eV
DFT total energy ... -5881.68365 a.u.
HOMO-LUMO gap ... 8.845 eV